{"formula": "C20H23NO5", "method": "ωB97M-V/def2-TZVPD", "symbols": ["C", "C", "C", "C", "C", "O", "C", "O", "C", "O", "C", "C", "C", "C", "O", "C", "C", "C", "C", "N", "C", "C", "C", "C", "C", "O", "H", "H", "H", "H", "H", "H", "H", "H", "H", "H", "H", "H", "H", "H", "H", "H", "H", "H", "H", "H", "H", "H", "H"], "xyz": [[-0.478, -1.986, -0.747], [-0.571, -0.543, -0.396], [0.052, 0.521, -0.976], [-0.290, 1.684, -0.228], [0.170, 3.042, -0.425], [-0.404, 4.032, -0.017], [1.466, 3.219, -1.229], [2.366, 2.126, -1.150], [2.706, 1.734, 0.090], [2.349, 2.311, 1.089], [3.548, 0.519, 0.084], [3.939, -0.107, -1.095], [4.711, -1.250, -1.051], [5.103, -1.785, 0.174], [5.860, -2.905, 0.260], [4.712, -1.161, 1.358], [3.943, -0.020, 1.309], [-1.130, 1.263, 0.797], [-1.663, 2.063, 1.930], [-1.287, -0.084, 0.687], [-2.133, -0.881, 1.531], [-3.550, -1.135, 0.960], [-4.137, 0.019, 0.121], [-4.085, -0.520, -1.308], [-4.249, -2.016, -1.065], [-3.518, -2.281, 0.116], [-1.447, -2.474, -0.691], [0.201, -2.498, -0.061], [-0.080, -2.088, -1.753], [0.668, 0.485, -1.851], [1.222, 3.323, -2.290], [1.947, 4.137, -0.875], [3.639, 0.307, -2.045], [5.017, -1.735, -1.969], [6.072, -3.234, -0.622], [5.026, -1.589, 2.296], [3.630, 0.477, 2.214], [-1.213, 1.735, 2.869], [-1.402, 3.104, 1.767], [-2.746, 1.985, 2.024], [-1.670, -1.858, 1.690], [-2.228, -0.379, 2.494], [-4.203, -1.361, 1.817], [-5.169, 0.207, 0.419], [-3.571, 0.939, 0.225], [-3.111, -0.316, -1.754], [-4.864, -0.111, -1.946], [-5.308, -2.271, -0.915], [-3.840, -2.644, -1.859]], "lowdin_charge": [-0.011, -0.261, 0.016, -0.114, -0.343, 0.082, -0.068, -0.025, -0.452, 0.136, -0.129, -0.009, -0.015, -0.315, 0.064, 0.000, 0.002, -0.207, 0.001, -0.005, -0.055, -0.281, -0.108, -0.138, -0.196, -0.129, 0.061, 0.087, 0.085, 0.118, 0.143, 0.142, 0.119, 0.114, 0.110, 0.119, 0.123, 0.092, 0.076, 0.079, 0.137, 0.125, 0.146, 0.118, 0.098, 0.110, 0.113, 0.123, 0.122], "spin_multiplicity": 1, "smiles": "Cc1cc(C(=O)COC(=O)c2ccc(O)cc2)c(C)n1C[C@H]1CCCO1", "homo_ev": -7.909, "relative_energy_kcal_mol": 21.3, "orbital_gap_ev": 8.495, "lumo_ev": 0.586}